[1]
{
  "formula": "C13H12F16NO8S",
  "method": "the ωB97M-V functional and the def2-TZVPD basis",
  "species": ["N", "C", "C", "O", "O", "C", "O", "S", "O", "O", "O", "H", "H", "H", "H", "C", "C", "C", "F", "F", "F", "F", "O", "C", "C", "F", "F", "F", "F", "H", "H", "H", "H", "C", "C", "C", "F", "F", "F", "F", "O", "C", "C", "F", "F", "F", "F", "H", "H", "H", "H"],
  "xyz": [[-2.0013, -0.0694, -2.7935], [-1.2449, -1.0468, -2.0736], [-1.9798, -2.4204, -1.8439], [-2.7416, -2.4743, -0.8712], [-1.6759, -3.2986, -2.6762], [0.2243, -1.2802, -2.4748], [1.0731, -0.4029, -1.6904], [0.3454, 0.0346, -0.3562], [0.8953, -0.6916, 0.7379], [0.3666, 1.4629, -0.2642], [-1.0874, -0.4194, -0.7243], [-2.1655, -0.3429, -3.7523], [-1.5775, 0.8485, -2.7353], [0.4642, -2.3170, -2.2948], [0.4875, -1.0489, -3.5044], [-1.0463, 6.3491, 0.1119], [-0.1546, 7.2682, 0.9617], [0.7471, 8.2628, 0.2250], [1.6534, 7.6358, -0.5457], [1.4191, 9.0036, 1.1409], [0.5731, 6.5432, 1.8319], [-1.0102, 8.0493, 1.6933], [-0.6124, 5.0273, -0.1085], [0.2067, 4.6953, -1.1617], [1.5459, 4.1283, -0.6799], [2.1941, 5.0547, 0.0711], [2.3196, 3.8679, -1.7632], [0.3858, 5.7437, -2.0005], [-0.4182, 3.7380, -1.8704], [-1.9534, 6.2317, 0.7036], [-1.3431, 6.8398, -0.8164], [0.1487, 8.9365, -0.3946], [1.4130, 3.2161, -0.0992], [-0.0100, -3.9873, 1.6138], [0.4281, -4.5462, 0.2548], [-0.4669, -5.5973, -0.4050], [-0.5459, -6.7148, 0.3635], [0.0846, -5.9568, -1.5865], [1.7076, -4.9907, 0.3232], [0.3882, -3.4965, -0.6023], [0.6254, -4.5269, 2.7716], [0.1624, -5.6340, 3.4099], [1.1943, -6.7680, 3.3963], [1.4921, -7.1377, 2.1384], [0.6794, -7.8463, 4.0418], [-1.0294, -6.0496, 2.9482], [-0.0117, -5.3081, 4.7210], [0.3057, -2.9460, 1.5998], [-1.0953, -3.9805, 1.7094], [-1.4658, -5.1908, -0.5837], [2.1062, -6.4474, 3.9034]],
  "forces_ev_per_angstrom": [[-0.23, -0.15, -0.11], [0.33, 0.39, 0.97], [-0.43, -0.17, -0.04], [0.18, -0.01, -0.03], [0.11, 0.23, -0.27], [0.33, -0.20, -0.40], [-0.26, 0.12, 0.11], [0.12, 0.18, -0.35], [-0.18, -0.19, 0.20], [0.12, -0.07, 0.03], [-0.05, -0.33, 0.06], [0.00, -0.06, 0.01], [0.12, -0.03, -0.17], [0.24, -0.02, 0.09], [-0.45, 0.08, -0.09], [-0.58, -0.05, -0.17], [0.16, -0.37, 0.09], [0.02, 0.16, 0.01], [-0.01, -0.02, 0.01], [-0.03, -0.01, -0.01], [0.00, 0.06, -0.03], [-0.05, 0.09, -0.07], [0.56, 0.12, 0.22], [-0.41, 0.02, -0.05], [0.36, -0.15, 0.16], [-0.08, 0.08, -0.07], [-0.08, 0.03, -0.04], [0.09, 0.01, 0.07], [0.03, 0.03, -0.10], [0.03, 0.00, 0.04], [0.19, 0.08, -0.01], [-0.01, -0.02, 0.00], [-0.14, 0.11, -0.11], [-0.28, 0.50, 0.16], [-0.04, -0.20, 0.22], [-0.16, 0.02, -0.19], [0.00, 0.00, 0.05], [0.06, -0.03, 0.06], [-0.04, 0.03, -0.06], [0.28, 0.06, 0.11], [0.21, -0.45, -0.23], [-0.16, 0.38, -0.08], [0.10, -0.11, 0.05], [-0.04, -0.01, 0.01], [0.01, 0.03, 0.01], [0.06, -0.05, 0.01], [-0.04, -0.05, 0.06], [0.05, 0.03, -0.01], [-0.01, -0.18, -0.09], [0.02, 0.06, -0.03], [-0.02, 0.03, 0.01]],
  "lowdin_charge": [0.128, -0.392, -0.687, -0.005, -0.030, -0.091, -0.179, 0.574, -0.234, -0.257, -0.138, 0.094, 0.085, 0.100, 0.135, -0.052, -0.441, -0.310, 0.099, 0.089, 0.141, 0.090, 0.056, -0.533, -0.275, 0.084, 0.095, 0.134, 0.150, 0.149, 0.145, 0.170, 0.138, -0.013, -0.425, -0.288, 0.075, 0.095, 0.126, 0.102, 0.053, -0.554, -0.288, 0.102, 0.084, 0.153, 0.125, 0.130, 0.154, 0.167, 0.171],
  "orbital_gap_ev": 7.98,
  "energy_ha": -3155.4062,
  "charge": -1,
  "multiplicity": 1
}

***

[2]
{
  "formula": "C13H12N3O2STl",
  "method": "the ωB97M-V functional and the def2-TZVPD basis",
  "species": ["Tl", "N", "C", "C", "O", "O", "H", "H", "H", "H", "C", "C", "C", "C", "C", "C", "C", "C", "C", "S", "C", "N", "H", "H", "H", "H", "H", "H", "H", "H", "N", "C"],
  "xyz": [[0.2497, -0.0475, -0.1995], [-1.0760, 2.2889, 0.7452], [-2.4883, 2.5436, 0.5206], [-2.8908, 2.1188, -0.9535], [-3.8384, 2.7519, -1.4439], [-2.2343, 1.1956, -1.4488], [-0.7927, 2.4932, 1.7000], [-0.5255, 2.8723, 0.1210], [-2.7839, 3.5972, 0.6826], [-3.0756, 1.9222, 1.2050], [-1.6371, -0.6222, 2.4389], [-1.3806, -2.0379, 2.0488], [-2.1113, -3.1025, 2.5898], [-1.8716, -4.3756, 2.1430], [-0.8904, -4.5997, 1.1569], [-0.6717, -5.8670, 0.5970], [0.2821, -6.0246, -0.3870], [1.0867, -4.9640, -0.7557], [0.9562, -3.6919, -0.1839], [2.1072, -2.4934, -0.5524], [-0.1287, -3.4711, 0.7285], [-0.4198, -2.2297, 1.1563], [-2.4453, -0.5343, 3.1666], [-1.8861, -0.0537, 1.5377], [-0.7203, -0.1833, 2.8384], [-2.8656, -2.9157, 3.3449], [-2.4365, -5.2241, 2.5157], [-1.2802, -6.7003, 0.9286], [0.4148, -6.9942, -0.8585], [1.8619, -5.1023, -1.4970], [1.7451, 1.4511, 2.7931], [1.3243, 0.8904, 1.8609]],
  "forces_ev_per_angstrom": [[0.09, 0.06, -1.02], [-0.04, 0.33, 0.41], [-0.20, 0.11, -0.65], [0.02, 0.35, 0.87], [-0.69, 0.50, -0.21], [0.35, -0.50, -0.22], [0.12, -0.03, -0.18], [0.03, -0.16, 0.13], [-0.02, -0.30, -0.10], [0.00, 0.02, 0.02], [0.00, 0.07, 0.00], [0.56, 0.11, -0.43], [-0.18, -0.67, 0.12], [-0.07, 0.31, 0.01], [0.03, 0.35, 0.06], [0.04, -0.55, -0.22], [-0.48, -0.32, 0.41], [-0.04, 0.29, -0.05], [0.62, -0.03, -0.43], [0.41, 0.30, -0.06], [-0.37, -0.82, 0.02], [-0.37, 0.09, 0.71], [-0.01, 0.01, -0.04], [-0.12, 0.10, 0.12], [-0.07, 0.07, 0.05], [0.00, 0.06, -0.01], [-0.04, 0.03, 0.04], [-0.04, -0.04, 0.00], [0.02, 0.01, 0.03], [0.05, 0.05, 0.02], [-0.14, -0.06, -0.21], [0.55, 0.25, 0.83]],
  "lowdin_charge": [0.615, -0.084, -0.222, -0.768, -0.099, -0.152, 0.046, 0.066, 0.089, 0.090, -0.062, -0.329, -0.039, -0.034, -0.184, -0.104, -0.136, -0.174, -0.719, 0.399, -0.244, 0.056, 0.076, 0.040, 0.049, 0.097, 0.101, 0.083, 0.086, 0.075, -0.134, -0.484],
  "orbital_gap_ev": 5.62,
  "energy_ha": -1388.0733,
  "charge": -2,
  "multiplicity": 1
}